No. 1
C26H32Br6F18O12 | ωB97M-V/def2-TZVPD

Highest occupied orbital energy   -10.3 eV
Energy above the lowest of the compared OMol25 structures with the same formula, charge and spin   310.0 kJ/mol
Gap between HOMO and LUMO   0.362 Eh
E_tot   -521218.7287 eV

Element x y z (Å)
C: -15.4251 3.2819 -22.5258
Br: -14.9836 2.2738 -20.8514
Br: -16.3389 2.1142 -23.7308
Br: -13.6986 3.9645 -23.2726
H: -16.0967 4.1075 -22.2903
C: -17.4160 6.8143 -19.6047
Br: -18.7616 8.0344 -20.2756
Br: -16.8308 7.2295 -17.8074
Br: -15.9556 6.6730 -20.9950
H: -17.8180 5.8019 -19.5663
C: -12.3340 10.4265 -14.6467
C: -12.6401 10.9637 -16.0067
O: -13.9905 10.6787 -16.3514
C: -14.8818 11.6654 -16.2074
O: -14.6688 12.7295 -15.6324
C: -16.2677 11.3109 -16.8052
F: -17.2061 11.4625 -15.8340
F: -16.5423 12.0698 -17.8663
F: -16.2478 10.0263 -17.2392
H: -12.8442 10.9591 -13.8441
H: -11.3028 10.6233 -14.3535
H: -12.5750 9.3635 -14.6466
H: -11.9418 10.6355 -16.7766
H: -12.5739 12.0515 -15.9834
C: -12.3836 6.3162 -17.6397
C: -13.3556 5.3729 -18.3182
O: -13.2630 4.0634 -17.6683
C: -14.2638 3.2033 -17.6535
O: -15.4578 3.4605 -18.0079
C: -14.0279 1.8692 -16.8988
F: -14.3487 2.0923 -15.6380
F: -14.7630 0.8607 -17.3102
F: -12.7405 1.5683 -17.0178
H: -11.7829 6.9076 -18.3307
H: -11.7728 5.8569 -16.8624
H: -12.9458 7.0628 -17.0789
H: -13.0848 5.3858 -19.3740
H: -14.4045 5.6645 -18.3725
C: -21.1641 9.4170 -24.3010
C: -19.7795 9.0384 -23.6455
O: -18.7271 9.8700 -24.0675
C: -17.4606 9.8088 -23.6512
O: -17.0134 9.3384 -22.6189
C: -16.5212 10.5930 -24.5788
F: -16.4826 9.9287 -25.6877
F: -16.8966 11.8386 -24.8689
F: -15.3240 10.5875 -24.1611
H: -21.8652 8.7922 -23.7476
H: -21.2010 9.2665 -25.3799
H: -21.4803 10.4543 -24.1907
H: -19.5576 7.9847 -23.8147
H: -19.8936 9.1735 -22.5699
C: -14.5555 4.7936 -14.1950
C: -15.5392 5.5036 -15.1835
O: -16.4536 6.3478 -14.5092
C: -16.0356 7.4465 -13.8513
O: -14.8521 7.7809 -13.6154
C: -17.1597 8.4620 -13.3822
F: -18.3706 7.9600 -13.7097
F: -17.1057 8.7975 -12.0800
F: -16.9614 9.5847 -14.0075
H: -13.6547 4.5309 -14.7495
H: -14.9072 3.9457 -13.6073
H: -14.0863 5.4617 -13.4727
H: -16.0681 4.8227 -15.8505
H: -14.9292 6.1463 -15.8182
C: -21.2836 5.4612 -18.5280
C: -21.4020 4.4156 -19.5818
O: -20.3388 3.4778 -19.5069
C: -20.3595 2.4883 -20.4135
O: -21.0721 2.4249 -21.4438
C: -19.3433 1.2885 -20.1159
F: -18.6524 1.0662 -21.2410
F: -18.4850 1.6835 -19.2259
F: -19.9744 0.1402 -19.7924
H: -20.3784 6.0526 -18.6660
H: -21.4342 4.9993 -17.5522
H: -22.1334 6.1432 -18.5574
H: -21.5216 5.0804 -20.4373
H: -22.3302 3.9312 -19.2786
C: -10.7884 6.1942 -21.3236
C: -10.9640 7.6791 -21.7170
O: -12.2880 8.1603 -21.4069
C: -12.5258 8.9068 -20.2968
O: -11.6466 9.1367 -19.4514
C: -13.9673 9.5323 -20.1727
F: -14.7101 8.8143 -19.3575
F: -13.9527 10.8060 -19.8223
F: -14.6173 9.4918 -21.3403
H: -11.3838 5.5037 -21.9208
H: -11.1037 6.0176 -20.2952
H: -9.7738 5.8886 -21.5793
H: -10.8672 7.7421 -22.8009
H: -10.1765 8.2772 -21.2587

---

No. 2
C26H32BrO4Pm | ωB97M-V/def2-TZVPD

Multiplicity   5
Highest occupied orbital energy (alpha / beta)   -6.8 / -6.9 eV
Energy above the lowest of the compared OMol25 structures with the same formula, charge and spin   13.7 kJ/mol
Gap between HOMO and LUMO (alpha / beta)   0.245 / 0.247 Eh
E_tot   -122267.2073 eV

Element x y z (Å)
O: -0.1781 2.7199 -3.3769
C: 0.8544 3.7384 -3.6195
C: -0.1110 4.9315 -3.5180
H: 1.3100 3.6729 -4.6237
H: 1.6251 3.7198 -2.8349
C: -1.1792 3.7786 -3.3845
H: -0.2560 5.5438 -4.4129
H: 0.0073 5.4854 -2.5744
C: -2.0779 3.7391 -4.6182
H: -1.4964 3.7441 -5.5425
H: -2.7071 4.6422 -4.6116
H: -2.7381 2.8526 -4.5969
C: -1.9628 3.8533 -2.0891
H: -1.2990 4.1225 -1.2497
H: -2.4443 2.8874 -1.8770
H: -2.7397 4.6281 -2.2055
Pm: -0.0581 -0.7705 0.2035
C: 0.1983 1.5104 2.3342
C: 1.3595 0.7087 2.4251
C: 2.0601 0.7934 1.1855
H: 1.6874 0.1917 3.3342
C: 1.2874 1.6311 0.3101
C: 0.1433 2.0797 1.0317
H: -0.6044 2.7894 0.6678
H: -0.5147 1.6545 3.1508
H: 3.0474 0.3731 0.9789
H: 1.5523 1.9698 -0.6920
C: -2.3942 -0.9815 1.8942
C: -2.4726 0.3868 1.5288
C: -2.5774 0.4762 0.1162
H: -2.4777 1.2249 2.2198
C: -2.6147 -0.8523 -0.4104
C: -2.4830 -1.7546 0.6974
H: -2.5153 -2.8413 0.6669
H: -2.3583 -1.3766 2.9062
H: -2.6576 1.3949 -0.4620
H: -2.8130 -1.1232 -1.4525
O: 0.0336 -1.7714 -1.7342
C: -0.4337 -1.8119 -3.2198
C: 0.4037 -2.8982 -3.9101
H: -0.2972 -0.8092 -3.6643
H: -1.4984 -2.0364 -3.1493
C: 1.2469 -3.6203 -2.8231
H: 1.0622 -2.4097 -4.6415
H: -0.2072 -3.6259 -4.4585
C: 1.0375 -2.8715 -1.4838
H: 2.3013 -3.6044 -3.1210
H: 0.9434 -4.6613 -2.6785
H: 1.9636 -2.3752 -1.1574
H: 0.6243 -3.5168 -0.6804
Br: -0.3185 -0.3307 5.3651
C: 1.1388 -1.5647 5.2827
C: 2.1522 -1.5115 6.2545
C: 3.0892 -2.5562 6.3323
C: 2.9642 -3.6308 5.4523
C: 2.0020 -3.6290 4.4480
C: 1.1601 -2.5359 4.2625
C: 0.1487 -2.5459 3.1291
O: -0.9444 -3.0735 3.3521
O: 0.4530 -1.9812 1.9818
H: 2.1746 -0.7008 6.9789
H: 3.8672 -2.5301 7.0994
H: 3.6411 -4.4871 5.5306
H: 1.8902 -4.4546 3.7537

---

No. 3
C26H32Cl3N4O4 | ωB97M-V/def2-TZVPD

Highest occupied orbital energy   -15.3 eV
Gap between HOMO and LUMO   0.216 Eh
E_tot   -79166.2292 eV
Charge   +3

Element x y z (Å)
C: -11.5232 -22.7293 -20.6637
N: -11.1091 -21.3826 -21.1196
C: -9.8022 -21.1180 -21.2108
C: -9.3907 -19.8699 -21.6266
C: -10.2912 -18.8901 -21.9724
C: -11.6479 -19.1877 -21.8193
C: -12.0267 -20.4295 -21.3696
C: -9.7778 -17.6063 -22.5036
C: -10.5116 -16.8637 -23.4230
C: -10.1224 -15.5756 -23.7170
N: -8.9611 -15.0904 -23.2458
C: -8.1529 -15.8555 -22.4862
C: -8.5560 -17.1019 -22.0661
C: -8.6348 -13.6513 -23.4334
H: -11.4792 -22.7702 -19.5744
H: -10.8429 -23.4706 -21.0674
H: -12.5562 -22.8956 -20.9529
H: -9.0954 -21.8832 -20.9196
H: -8.3235 -19.7668 -21.7616
H: -12.4279 -18.5174 -22.1564
H: -13.0452 -20.7161 -21.1527
H: -11.4030 -17.2350 -23.9099
H: -10.7700 -14.8469 -24.1845
H: -7.2564 -15.3510 -22.1514
H: -7.9824 -17.6250 -21.3077
H: -7.5756 -13.5711 -23.6713
H: -8.7742 -13.1621 -22.4713
H: -9.2380 -13.2219 -24.2229
C: -7.0517 -16.1286 -16.4043
N: -8.4705 -16.4037 -16.7403
C: -9.2502 -17.0069 -15.8357
C: -10.5908 -17.1612 -16.0318
C: -11.1560 -16.7014 -17.2124
C: -10.3429 -16.0408 -18.1276
C: -8.9890 -15.9533 -17.8845
C: -12.6196 -16.9059 -17.3833
C: -13.1168 -18.2020 -17.2296
C: -14.4703 -18.4056 -17.3168
N: -15.3170 -17.3776 -17.4691
C: -14.8668 -16.1186 -17.5908
C: -13.5141 -15.8709 -17.6147
C: -16.7834 -17.6150 -17.4761
H: -6.8326 -15.0754 -16.5550
H: -6.4450 -16.7279 -17.0825
H: -6.8681 -16.4164 -15.3765
H: -8.7579 -17.4143 -14.9639
H: -11.2174 -17.6035 -15.2706
H: -10.7552 -15.7206 -19.0746
H: -8.3215 -15.5197 -18.6139
H: -12.4751 -19.0552 -17.0478
H: -14.8965 -19.3958 -17.2387
H: -15.6181 -15.3439 -17.6536
H: -13.1833 -14.8680 -17.8511
H: -17.1034 -17.5465 -18.5135
H: -17.2895 -16.8912 -16.8439
H: -17.0260 -18.6010 -17.0907
Cl: -8.3522 -19.8608 -18.0895
O: -9.7522 -19.9857 -17.7695
O: -7.5633 -19.3110 -17.0127
O: -7.8502 -21.0896 -18.6263
O: -8.1639 -18.8591 -19.1724
Cl: -3.1935 -19.7679 -17.8100
C: -4.4927 -19.2385 -18.8765
C: -4.1529 -19.4239 -20.3388
Cl: -3.8708 -21.1031 -20.8008
H: -4.7405 -18.1892 -18.7124
H: -5.3725 -19.8344 -18.6386
H: -3.2418 -18.8618 -20.5504
H: -4.9408 -19.0106 -20.9691

---

No. 4
C26H32F19NO12 | ωB97M-V/def2-TZVPD

SMILES string   N[C@]1(C(F)(F)C(F)F)CCOC1=O.CCOC(=O)C(F)(F)F.CCOC(=O)C(F)(F)F.CCOC(=O)C(F)(F)F.CCOC(=O)C(F)(F)F.CCOC(=O)C(F)(F)F
Highest occupied orbital energy   -10.5 eV
Gap between HOMO and LUMO   0.396 Eh
E_tot   -105169.5311 eV

Element x y z (Å)
N: 2.7155 5.8669 2.0814
C: 3.0101 5.1742 0.7692
C: 4.4903 5.3044 0.0760
F: 4.9058 3.9196 -0.3529
F: 4.4918 6.1357 -1.1848
C: 5.6649 5.8721 1.0909
F: 6.9702 5.7795 0.3398
F: 5.4760 7.2912 1.4706
C: 1.7360 5.5890 -0.1851
C: 0.8286 4.2218 -0.2320
O: 1.5186 3.0320 0.3618
C: 2.6496 3.5876 1.1225
O: 3.3290 2.9226 2.0639
H: 2.7140 6.9075 2.0046
H: 3.3028 5.5175 2.8705
H: 5.7701 5.2013 2.0698
H: 1.9430 5.8318 -1.3253
H: 0.9710 6.3780 0.2275
H: 0.6631 3.9562 -1.3737
H: -0.2685 4.3647 0.1775
C: 5.9290 0.7170 0.5344
C: 7.3592 0.6233 0.0363
O: 7.6559 -0.7149 -0.3932
C: 7.2523 -1.0438 -1.6622
O: 6.6672 -0.2711 -2.4162
C: 7.6741 -2.4722 -2.0069
F: 7.4289 -3.3534 -0.9948
F: 9.0090 -2.5628 -2.2730
F: 7.0333 -2.9677 -3.1026
H: 5.7436 -0.0267 1.3164
H: 5.7239 1.7132 0.9368
H: 5.2162 0.5153 -0.2714
H: 8.0478 0.8528 0.8560
H: 7.5576 1.3451 -0.7634
C: -0.5806 -0.7808 0.1309
C: -1.4369 -0.3568 -1.0478
O: -2.7954 -0.1443 -0.6323
C: -3.0689 1.0754 -0.0675
O: -2.2309 1.9583 0.0940
C: -4.5536 1.1858 0.2798
F: -5.0390 0.0630 0.8838
F: -5.3259 1.3847 -0.8270
F: -4.8280 2.2182 1.1256
H: -1.0115 -1.6579 0.6249
H: 0.4353 -1.0211 -0.1955
H: -0.5242 0.0121 0.8835
H: -1.4554 -1.1582 -1.7935
H: -1.0337 0.5340 -1.5415
C: -0.1886 8.1332 7.9444
C: 1.2417 8.0395 7.4463
O: 1.5383 6.7013 7.0168
C: 1.1347 6.3725 5.7478
O: 0.5496 7.1451 4.9938
C: 1.5565 4.9440 5.4031
F: 1.3113 4.0628 6.4152
F: 2.8914 4.8534 5.1370
F: 0.9157 4.4486 4.3074
H: -0.3740 7.3895 8.7265
H: -0.3937 9.1294 8.3468
H: -0.9014 7.9315 7.1386
H: 1.9302 8.2690 8.2660
H: 1.4400 8.7613 6.6466
C: -4.3220 -6.0176 -1.9923
C: -2.9426 -6.6482 -2.0395
O: -1.9748 -5.7055 -2.5274
C: -1.4769 -4.8212 -1.6047
O: -1.8143 -4.8012 -0.4242
C: -0.4251 -3.9138 -2.2433
F: -0.8092 -3.4380 -3.4627
F: 0.7577 -4.5628 -2.4452
F: -0.1341 -2.8195 -1.4855
H: -4.5916 -5.6062 -2.9706
H: -5.0746 -6.7549 -1.6982
H: -4.3527 -5.1879 -1.2791
H: -2.9483 -7.4883 -2.7415
H: -2.6455 -7.0457 -1.0630
C: -9.1918 -10.0147 -4.5384
C: -7.8124 -9.9080 -5.1617
O: -7.4584 -8.5312 -5.3676
C: -6.9547 -7.8691 -4.2771
O: -6.8028 -8.3849 -3.1731
C: -6.5741 -6.4355 -4.6476
F: -7.5245 -5.8165 -5.4056
F: -5.4186 -6.3821 -5.3708
F: -6.3796 -5.6376 -3.5603
H: -9.9301 -9.4761 -5.1415
H: -9.4983 -11.0612 -4.4540
H: -9.2095 -9.5669 -3.5397
H: -7.8187 -10.3843 -6.1475
H: -7.0553 -10.4220 -4.5599

---

No. 5
C26H32N2O14S | ωB97M-V/def2-TZVPD

SMILES string   O=[N+]([O-])c1ccccc1.O=[N+]([O-])c1ccccc1.O=S1(=O)OCCO1.O=C1CCCO1.O=C1CCCO1.O=C1CCCO1
Highest occupied orbital energy   -10.1 eV
Energy above the lowest of the compared OMol25 structures with the same formula, charge and spin   0.0 kJ/mol
Gap between HOMO and LUMO   0.340 Eh
E_tot   -69952.4687 eV

Element x y z (Å)
O: -8.1203 4.0896 -4.7108
N: -6.9268 4.2816 -4.7101
O: -6.4667 5.0872 -5.5144
C: -5.9780 3.4931 -3.8656
C: -6.4163 2.6106 -2.9127
C: -5.5021 1.9788 -2.0795
C: -4.1448 2.1863 -2.2197
C: -3.7260 3.1757 -3.0650
C: -4.6238 3.7538 -3.9656
H: -7.4650 2.3577 -2.8600
H: -5.8125 1.2515 -1.3438
H: -3.4905 1.6766 -1.5278
H: -2.6923 3.4810 -3.1331
H: -4.1307 4.4426 -4.6355
O: 0.9606 -4.2558 -3.0768
N: 1.9391 -3.6266 -3.3667
O: 1.7954 -2.5316 -3.8663
C: 3.2870 -4.0790 -2.8473
C: 3.3876 -5.0804 -1.8921
C: 4.5914 -5.5274 -1.4752
C: 5.7944 -4.8614 -1.7522
C: 5.6967 -3.7231 -2.6054
C: 4.4704 -3.4066 -3.2385
H: 2.4985 -5.5654 -1.5170
H: 4.6454 -6.3065 -0.7293
H: 6.7700 -5.0404 -1.3248
H: 6.5868 -3.1167 -2.6849
H: 4.3909 -2.5856 -3.9356
O: -3.9645 -6.2125 4.5518
S: -3.5540 -6.4123 3.1328
O: -3.4446 -7.7969 2.7478
O: -4.4409 -5.5693 2.0047
C: -3.7309 -4.6817 1.2323
C: -2.5002 -4.4215 2.1049
O: -2.2134 -5.5752 2.8399
H: -3.3027 -5.2214 0.3877
H: -4.3933 -3.8438 1.0146
H: -2.7035 -3.6233 2.8188
H: -1.6026 -4.2199 1.5204
O: -2.7283 -2.5056 11.4734
C: -2.3894 -2.1491 10.3686
C: -3.2893 -1.5232 9.3839
C: -2.3211 -1.0171 8.3908
C: -1.0186 -1.7384 8.6279
O: -1.0401 -2.1842 10.0021
H: -3.9395 -2.2619 8.9151
H: -3.8789 -0.7985 9.9454
H: -2.7112 -1.1614 7.3833
H: -1.9914 0.0000 8.6028
H: -1.0113 -2.4566 7.8080
H: -0.1708 -1.0585 8.5436
O: 0.2083 1.8011 2.3191
C: 1.2973 1.9171 1.7381
C: 2.2082 3.1249 1.6540
C: 3.5368 2.4630 1.1576
C: 3.0977 1.1969 0.4321
O: 1.8435 0.9343 1.0350
H: 1.7995 3.7766 0.8819
H: 2.1902 3.7164 2.5693
H: 4.0938 3.1502 0.5207
H: 4.1511 2.3077 2.0445
H: 3.0267 1.2665 -0.6534
H: 3.7848 0.3579 0.5419
O: 2.2892 6.6243 -4.1371
C: 3.1689 6.0744 -4.7587
C: 4.1849 6.6902 -5.6847
C: 4.8666 5.4352 -6.1873
C: 4.2513 4.2261 -5.5629
O: 3.2014 4.7014 -4.7469
H: 3.6208 7.1526 -6.4946
H: 4.8093 7.4192 -5.1683
H: 4.6876 5.3781 -7.2609
H: 5.9385 5.3889 -5.9947
H: 3.8638 3.5129 -6.2904
H: 4.9019 3.6569 -4.8989

---

No. 6
C26H32N2O5 | ωB97M-V/def2-TZVPD

SMILES string   CC(C)[C@H](NC(=O)c1ccc(C(C)(C)C)cc1)C(=O)OCC(=O)NC(=O)Cc1ccccc1
Highest occupied orbital energy   -9.2 eV
Energy above the lowest of the compared OMol25 structures with the same formula, charge and spin   66.6 kJ/mol
Gap between HOMO and LUMO   0.357 Eh
E_tot   -40701.3947 eV

Element x y z (Å)
C: 3.1485 -1.1820 2.3460
C: 3.1804 -1.3071 0.8235
C: 4.5696 -1.7254 0.3556
C: 2.7338 0.0386 0.2082
N: 1.4013 0.3696 0.6521
C: 1.0989 1.6076 1.1328
O: 1.9440 2.4542 1.3441
C: -0.3476 1.8074 1.4184
C: -0.9094 3.0613 1.2205
C: -2.2509 3.2828 1.4736
C: -3.0706 2.2661 1.9503
C: -4.5496 2.4622 2.2422
C: -5.3620 1.4912 1.3732
C: -5.0271 3.8854 1.9416
C: -4.8087 2.1744 3.7279
C: -2.4887 1.0189 2.1723
C: -1.1536 0.7861 1.9103
C: 2.7342 0.0261 -1.3141
O: 1.7206 -0.0198 -1.9720
O: 3.9471 0.0932 -1.8263
C: 4.1080 0.0944 -3.2443
C: 2.8399 -0.1100 -4.0697
O: 2.3794 0.7614 -4.7598
N: 2.3140 -1.3946 -4.1520
C: 2.5795 -2.4940 -3.3652
O: 3.5804 -2.6193 -2.7052
C: 1.4445 -3.5020 -3.3695
C: 0.4257 -2.9358 -2.4099
C: 0.5359 -3.2018 -1.0516
C: -0.3354 -2.6171 -0.1493
C: -1.3242 -1.7558 -0.5963
C: -1.4452 -1.4950 -1.9501
C: -0.5759 -2.0812 -2.8517
H: 3.3806 -2.1397 2.8055
H: 3.8825 -0.4517 2.6778
H: 2.1691 -0.8603 2.6903
H: 2.4554 -2.0666 0.5132
H: 4.5649 -2.0014 -0.6940
H: 4.9016 -2.5876 0.9295
H: 5.2821 -0.9179 0.5035
H: 3.3991 0.8399 0.5502
H: 0.6597 -0.1999 0.2688
H: -0.2803 3.8609 0.8596
H: -2.6468 4.2690 1.2958
H: -5.1626 1.6735 0.3192
H: -5.1139 0.4565 1.5937
H: -6.4260 1.6304 1.5520
H: -4.8841 4.1334 0.8925
H: -4.5013 4.6124 2.5559
H: -6.0894 3.9650 2.1635
H: -4.2118 2.8393 4.3485
H: -5.8591 2.3340 3.9617
H: -4.5555 1.1498 3.9854
H: -3.0856 0.2074 2.5622
H: -0.7293 -0.1858 2.1179
H: 4.8272 -0.6981 -3.4725
H: 4.5177 1.0718 -3.5211
H: 1.4488 -1.4072 -4.6802
H: 1.8233 -4.4589 -3.0111
H: 1.0269 -3.6184 -4.3693
H: 1.3118 -3.8688 -0.7037
H: -0.2392 -2.8338 0.9053
H: -1.9996 -1.2883 0.1047
H: -2.2148 -0.8261 -2.3041
H: -0.6882 -1.8726 -3.9062